A structure of composition C22H17CrN3O5, computed with ωB97M-V/def2-TZVPD.

Cartesian coordinates (Å):
Cr1 -0.1234 0.8166 -0.2386
O1 2.5894 -1.4648 6.0408
O2 1.2559 -0.9177 0.1687
O3 3.7178 -3.3902 5.4529
O4 0.5943 0.5226 1.6910
O5 -1.8479 -0.2629 -0.3933
N1 -0.8951 1.3805 -2.0335
N2 -2.0023 0.7358 -2.4727
N3 1.1437 2.4304 -0.8295
C1 3.1743 -2.8195 4.3371
C2 2.1678 2.9411 -0.1524
C3 -0.3134 2.2939 -2.7305
C4 2.5808 -2.4936 2.0814
C5 1.9020 -1.3352 2.4283
C6 -5.1822 -2.6134 -1.1367
C7 1.2199 -0.5459 1.3654
C8 1.8442 -0.8955 3.7600
C9 -5.8449 -2.4984 -2.3502
C10 2.6598 4.4582 -1.9154
C11 1.5959 3.9271 -2.6279
C12 3.2367 -3.2668 3.0412
C13 -3.6093 -0.9298 -1.8340
C14 -4.2759 -0.8174 -3.0518
C15 2.4953 -1.6619 4.6861
C16 -2.4101 -0.1072 -1.5265
C17 2.9550 3.9626 -0.6571
C18 -5.3898 -1.5996 -3.3065
C19 3.4039 -2.5201 6.5400
C20 -4.0668 -1.8320 -0.8786
C21 0.8462 2.9061 -2.0590
C22 -0.7602 2.7367 -4.0832
H1 3.7649 -4.1732 2.7817
H2 3.7763 4.3513 -0.0730
H3 1.3018 0.0024 4.0181
H4 2.8533 -3.0778 7.2994
H5 -1.0831 3.7801 -4.0627
H6 -3.9119 -0.1152 -3.7883
H7 3.2536 5.2549 -2.3438
H8 -5.9049 -1.5095 -4.2542
H9 2.5911 -2.7877 1.0414
H10 -3.5364 -1.9104 0.0600
H11 -1.5920 2.1174 -4.4053
H12 4.3289 -2.1053 6.9484
H13 0.0526 2.6516 -4.8070
H14 1.3490 4.2992 -3.6113
H15 2.3447 2.5050 0.8232
H16 -6.7158 -3.1090 -2.5521
H17 -5.5337 -3.3137 -0.3901

Force components x, y, z for each atom (eV/Å):
Cr -0.231 0.135 -0.046
O -0.033 0.014 -0.006
O 0.102 -0.028 0.056
O 0.003 -0.030 -0.023
O -0.055 0.012 -0.115
O 0.146 0.131 -0.001
N 0.110 -0.017 0.169
N -0.101 0.001 -0.101
N -0.055 -0.158 0.055
C -0.026 0.057 0.020
C -0.008 -0.018 -0.004
C -0.045 0.001 -0.056
C 0.019 -0.002 -0.015
C -0.003 0.013 0.000
C 0.007 -0.003 0.005
C 0.044 -0.033 -0.044
C -0.011 0.020 -0.021
C -0.001 0.006 -0.006
C -0.014 0.002 -0.027
C 0.030 -0.010 0.049
C 0.001 -0.007 0.012
C -0.026 -0.003 0.047
C 0.006 0.015 0.002
C 0.033 -0.053 -0.008
C 0.051 -0.073 -0.014
C 0.013 -0.009 0.025
C -0.011 -0.010 -0.011
C 0.012 0.005 0.023
C -0.012 -0.003 -0.006
C 0.061 0.034 0.016
C -0.028 -0.016 0.010
H 0.004 -0.001 0.009
H 0.000 0.000 0.000
H 0.008 -0.001 0.010
H 0.007 0.007 -0.002
H 0.005 0.004 -0.006
H 0.006 0.003 0.007
H 0.002 0.001 0.002
H -0.003 -0.003 0.002
H -0.009 0.003 -0.002
H 0.006 0.007 0.001
H 0.002 0.004 0.003
H -0.003 -0.004 -0.003
H 0.002 0.001 -0.003
H -0.015 -0.008 -0.005
H 0.009 0.012 0.004
H 0.000 0.000 -0.001
H -0.001 -0.001 -0.002

## Properties
electronic energy = -66221.2241 eV
2S+1 = 5
HOMO (alpha / beta) = -7.682 / -8.078 eV
LUMO level (alpha / beta) = -0.56 / -0.76 eV
strongest force on any atom = 0.0053 Eh/bohr